(1)
Formula: C6H11N4O2
Source: the OMol25 dataset
Level of theory: ωB97M-V/def2-TZVPD

Geometry as XYZ:
```
23
Properties=species:S:1:pos:R:3
C -2.71861 -0.66869 0.46389
N -1.43872 -0.02529 0.25997
C -1.07657 0.60610 -0.75097
C 0.48829 0.86768 -0.97038
N 0.56360 -0.07323 -2.02938
O 0.77308 2.16165 -1.34697
C 1.47288 0.40800 0.14805
C 2.90109 0.94031 0.06443
N 3.58155 0.67611 1.13731
O 3.19534 1.70326 -0.85374
N 1.05877 -0.28488 1.13630
C -0.36048 -0.35789 1.27715
H -3.41778 -0.26803 -0.24196
H -2.70617 -1.68356 0.51141
H -3.14839 -0.38929 1.46379
H -1.77350 0.51286 -1.54254
H 0.70129 0.40984 -2.93898
H 1.05051 -0.97374 -1.93583
H 1.80390 2.38396 -1.32189
H 3.15630 -0.03649 1.75565
H 4.62537 0.92007 1.17513
H -0.47959 -1.36510 1.66541
H -0.43211 0.18997 2.15017
```

The multiplicity is 1. The value obtained for the HOMO-LUMO gap is 9.77 eV. The value obtained for the HOMO energy is -13.5 eV. The calculated total energy is -16447.36370 eV. As for the SMILES: C[N+]1=C[C@@](N)(O)C(C(N)=O)=NC1. As for the charge: +1.

(2)
Formula: C6H11N4O2P
Source: the OMol25 dataset
Level of theory: ωB97M-V/def2-TZVPD

Geometry as XYZ:
```
24
Properties=species:S:1:pos:R:3
O -0.98930 0.55242 2.08324
C -1.69243 0.16781 1.16144
N -2.41173 -1.00588 1.18887
C -2.88600 -1.22811 -0.21323
C -2.66637 0.12725 -0.89760
N -1.87682 0.84392 -0.00244
P -0.80182 2.21858 -0.17214
O 0.32296 1.45959 -1.12848
C 1.52231 1.11136 -0.58276
N 2.45915 0.64342 -1.31919
C 3.39661 0.05931 -0.39119
C 3.03050 0.62728 1.01088
N 1.70553 1.23127 0.76852
H -1.98459 -1.80571 1.57004
H -3.86086 -1.56841 -0.26597
H -2.42601 -2.10675 -0.77181
H -2.35376 -0.11092 -1.94739
H -3.70096 0.73995 -1.10841
H -1.62518 2.69077 -1.34188
H 4.36586 0.40763 -0.59316
H 3.36300 -1.11484 -0.28615
H 3.06256 -0.08975 1.71163
H 3.63360 1.37110 1.44887
H 0.92546 1.03667 1.32693
```

The multiplicity is 1. The value obtained for the HOMO-LUMO gap is 9.25 eV. The value obtained for the HOMO energy is -8.5 eV. The calculated total energy is -25744.09587 eV. As for the SMILES: O=C1NCCN1POC1=NCCN1. As for the charge: 0.